[1]
A structure of composition C22H36Br6F12Fe2O8 in a non-equilibrium geometry, computed with ωB97M-V/def2-TZVPD.

The relative energy (zero: lowest compared OMol25 entry of this formula, charge and spin) is 0.0 kcal/mol. The strongest force on any atom is 1.933 eV/A. The orbital gap (spin up / spin down) is 9.5581 / 9.1119 eV. For the LUMO energy (spin up / spin down), the calculation gives 0.00713 / 0.00700 Eh. Its expectation value of S² is 20.0213. Its multiplicity is 9. The highest occupied orbital energy (spin up / spin down) comes out at -9.364 / -8.921 eV.

Structure (XYZ):
```
86
Properties=species:S:1:pos:R:3:forces:R:3:lowdin_spin:R:1
Fe -13.67661 -14.28420 0.39746 -0.57 1.40 -0.18 3.750
Fe -16.22213 -14.93993 -1.65724 0.49 -0.67 -0.06 3.746
C -16.99489 -16.86247 -3.29286 1.19 0.12 1.03 0.007
O -16.03526 -15.82381 -3.63289 0.18 0.78 -0.81 0.033
O -17.59197 -16.36391 -2.21489 -0.45 0.56 0.20 0.061
C -17.82547 -17.23876 -4.51806 -0.26 -1.14 0.21 0.001
F -17.06504 -18.05435 -5.31073 -0.24 0.56 -0.03 0.000
F -18.87640 -17.98275 -4.13456 0.01 0.21 -0.07 0.001
F -18.28348 -16.23493 -5.26306 0.16 0.18 0.00 0.000
C -15.09819 -15.88040 -4.73496 0.79 -0.19 1.18 0.005
C -14.15984 -14.68878 -4.58969 -0.85 0.22 -0.33 -0.001
H -13.29124 -14.83686 -5.22902 0.11 0.05 0.10 0.000
H -14.65805 -13.76123 -4.88763 0.09 -0.03 0.01 0.000
H -13.86919 -14.57763 -3.54618 0.22 -0.14 -0.01 -0.001
H -15.60537 -15.92647 -5.69468 -0.09 -0.01 0.00 0.001
H -14.46843 -16.75354 -4.55976 -0.27 -0.38 -0.40 0.000
H -16.41023 -17.75457 -3.00455 -0.03 -0.25 -0.60 0.001
C -16.06342 -12.28136 -1.03483 -0.36 -0.62 1.43 0.014
O -17.09280 -13.05674 -1.67356 -0.24 0.41 -0.58 0.043
O -15.20060 -13.21914 -0.64473 0.83 -1.15 -0.22 0.074
C -15.41772 -11.22776 -1.92141 0.50 0.01 -0.09 0.002
F -14.78247 -11.77028 -2.97263 -0.27 0.10 -0.08 0.000
F -16.27551 -10.30402 -2.38332 0.04 -0.01 0.04 0.001
F -14.50152 -10.59158 -1.17738 0.02 0.12 -0.10 0.001
C -18.11284 -12.43778 -2.47740 -0.99 -0.93 0.53 0.005
C -19.12714 -13.51579 -2.85051 0.51 0.06 -0.91 0.000
H -18.74885 -14.16227 -3.64700 0.04 0.00 0.13 0.000
H -19.38193 -14.16439 -2.01692 -0.09 0.18 0.18 0.000
H -20.00863 -13.01541 -3.25432 -0.11 -0.08 0.17 0.000
H -17.62965 -11.99312 -3.33762 -0.26 0.30 -0.15 0.000
H -18.67860 -11.74290 -1.85380 0.53 0.51 -0.08 0.001
H -16.48645 -11.77435 -0.15185 -0.28 0.33 -0.34 0.001
C -12.07697 -12.30929 1.17044 -0.59 0.31 -0.05 0.009
O -12.21574 -12.71872 -0.20410 0.09 -0.43 0.25 0.024
O -12.95968 -13.05640 1.82496 -0.56 -0.80 0.07 0.067
C -10.66656 -12.58157 1.69733 0.16 0.22 -0.15 0.002
F -10.59655 -12.36920 3.00805 -0.08 0.02 0.25 0.001
F -10.30714 -13.85339 1.47025 0.22 -0.10 -0.16 0.000
F -9.74092 -11.77073 1.13037 0.06 -0.17 0.03 0.000
C -11.42888 -12.14412 -1.21575 0.77 0.08 -0.91 0.005
C -11.65578 -12.91312 -2.49360 -1.03 0.21 -0.86 0.000
H -11.04522 -12.58595 -3.33826 0.52 -0.02 0.40 0.000
H -11.58268 -13.99151 -2.37247 0.26 0.08 0.11 0.000
H -12.65667 -12.70321 -2.88426 -0.10 -0.18 0.35 0.000
H -10.37378 -12.20542 -0.95775 0.03 0.09 0.11 0.001
H -11.69445 -11.09449 -1.36883 -0.02 0.06 0.18 0.001
H -12.27568 -11.22390 1.22515 0.19 0.01 0.03 0.002
C -13.73661 -16.83920 -0.46024 -0.49 0.16 1.86 0.015
O -13.06252 -16.25680 0.69166 0.45 -0.30 0.05 0.041
O -14.55371 -15.83859 -0.77322 -0.38 0.68 -1.22 0.079
C -12.65474 -17.21399 -1.44547 -0.31 -0.56 -1.30 0.001
F -13.22825 -17.71215 -2.57966 0.38 0.51 0.62 0.001
F -11.89026 -16.17569 -1.78846 0.05 -0.33 0.08 -0.001
F -11.87644 -18.20837 -0.95978 -0.09 0.47 -0.11 0.001
C -12.29994 -17.01512 1.60400 0.69 -0.71 1.56 0.006
C -12.18352 -16.26400 2.93000 -0.11 0.77 -0.46 0.001
H -13.04295 -15.60129 3.06022 0.01 -0.12 0.09 0.000
H -12.14167 -16.94102 3.77806 0.14 -0.12 -0.01 0.000
H -11.31410 -15.60935 2.90837 0.04 -0.07 0.21 0.000
H -11.28736 -17.21828 1.25123 -0.15 0.04 -0.41 0.001
H -12.75778 -17.98326 1.83266 -0.33 0.05 -0.54 0.001
H -14.25606 -17.74746 -0.12797 0.10 -0.19 -0.11 0.001
Br -15.55109 -16.91997 3.09338 0.06 0.15 0.24 -0.001
C -17.40869 -16.60180 3.55300 -0.15 -0.45 -0.54 0.000
C -17.97797 -15.32764 2.99234 0.28 0.35 0.45 -0.001
Br -17.71042 -15.19455 1.08175 -0.45 -0.04 -0.05 0.000
H -17.49175 -16.65190 4.63377 0.03 0.08 0.07 0.000
H -17.94064 -17.43298 3.09691 0.00 -0.12 0.20 0.000
H -17.53940 -14.42887 3.41551 0.15 -0.05 0.05 0.000
H -19.04216 -15.31937 3.22191 -0.07 0.04 -0.31 0.000
Br -15.33809 -17.41556 7.47305 -0.01 -0.09 -0.09 0.000
C -14.69279 -15.60882 7.23735 -0.24 0.86 0.96 0.000
C -13.20415 -15.57739 7.01084 -0.31 0.25 -0.35 0.000
Br -12.66817 -13.71857 6.76633 -0.01 -0.06 -0.15 0.000
H -14.89725 -15.06074 8.16108 -0.05 -0.34 0.07 0.000
H -15.31662 -15.09962 6.51016 0.32 -0.30 -0.55 0.000
H -12.92631 -16.13640 6.12391 0.22 0.03 0.02 0.000
H -12.66902 -15.89120 7.89572 0.06 -0.34 -0.03 0.000
Br -13.88872 -19.87632 -4.57450 -0.06 -0.10 -0.20 0.000
C -12.18301 -20.48403 -3.88290 0.42 0.39 -0.01 0.000
C -12.40540 -21.63922 -2.94916 -0.58 0.16 0.32 0.000
Br -10.75380 -22.59207 -2.63655 0.01 -0.04 0.05 0.000
H -11.74492 -19.64657 -3.34731 -0.07 0.06 0.02 0.000
H -11.51495 -20.69932 -4.71019 -0.26 -0.25 -0.19 0.000
H -13.17047 -22.32355 -3.30041 0.28 -0.24 -0.25 0.000
H -12.76686 -21.25626 -1.99648 0.19 -0.10 0.10 0.000
```
Positions in Å, forces in eV/Å.


[2]
The molecule C5H8O2, computed with ωB97M-V/def2-TZVPD.

The relative energy (zero: lowest compared OMol25 entry of this formula, charge and spin) is 112.9 kcal/mol. The strongest force on any atom is 0.378 eV/A. The orbital gap (spin up / spin down) is 8.3476 / 8.3494 eV. For the LUMO energy (spin up / spin down), the calculation gives -0.02969 / -0.02958 Eh. The highest occupied orbital energy (spin up / spin down) comes out at -9.156 / -9.154 eV.

Structure (XYZ):
```
15
Properties=species:S:1:pos:R:3:forces:R:3:nbo_charge:R:1
O -1.07997 -1.96686 -0.55327 -0.21 0.11 -0.18 -0.702
C -0.14126 -1.12621 0.08107 0.21 0.10 0.22 0.062
C 0.56973 -0.16206 -0.89927 0.07 -0.09 -0.01 -0.451
C 0.25379 1.21615 -0.26567 0.22 0.08 0.19 -0.147
C 1.15999 1.71039 0.78600 0.07 -0.13 -0.35 0.016
C -0.81074 -0.13583 1.05268 -0.10 -0.22 0.14 -0.119
O -1.05715 1.01804 0.26183 -0.06 0.08 0.02 -0.518
H -1.77063 -1.38906 -0.90724 0.03 -0.18 -0.01 0.464
H 0.56252 -1.79206 0.58783 -0.12 0.08 -0.04 0.187
H 1.63911 -0.35050 -1.02717 -0.16 0.00 0.10 0.219
H 0.09130 -0.24784 -1.88076 0.08 0.07 0.18 0.229
H 0.24002 2.04049 -1.00602 0.08 -0.05 0.10 0.269
H 2.19063 1.53562 0.42061 -0.04 0.30 -0.21 0.090
H -0.11002 0.15394 1.85644 -0.12 -0.16 -0.02 0.189
H -1.73733 -0.50423 1.49295 0.05 0.01 -0.12 0.212
```
Positions in Å, forces in eV/Å.


[3]
A cluster of 13 separate species, C14H51N3O14S3Si in total in a non-equilibrium geometry, computed with ωB97M-V/def2-TZVPD.

The strongest force on any atom is 1.333 eV/A. The orbital gap is 8.4237 eV. For the LUMO energy, the calculation gives -0.00909 Eh. The highest occupied orbital energy comes out at -8.671 eV.

Structure (XYZ):
```
86
Properties=species:S:1:pos:R:3:forces:R:3:lowdin_charge:R:1
C 2.36845 4.15723 0.53762 -0.15 -0.52 -0.49 -0.057
C 1.87378 3.56190 -0.80418 0.34 0.65 0.11 -0.443
O 0.49320 3.20426 -0.73580 0.18 -0.31 0.03 -0.087
C 2.70637 2.36472 -1.29141 -0.40 0.26 0.40 -0.168
Si 2.04991 0.63618 -0.90771 0.18 -0.51 -0.86 0.621
C 3.51845 -0.51429 -0.59832 -0.79 -0.27 0.30 -0.230
C 3.28536 -1.52390 0.54941 0.98 0.46 -0.35 -0.314
N 4.25754 -2.63994 0.47288 0.05 0.23 0.18 -0.005
C 1.09631 -0.06798 -2.38410 -0.73 0.49 0.33 -0.224
C 0.29099 0.99071 -3.18424 0.34 -0.12 0.09 -0.303
C -1.09555 1.30916 -2.63660 -0.08 0.06 0.15 -0.488
S -2.28171 -0.02873 -3.01863 0.16 -0.30 0.34 0.886
C -3.61903 0.35480 -1.87072 0.55 0.10 -0.60 -1.092
S -4.42323 1.76687 -2.02020 -0.21 0.09 0.00 0.701
N -3.86558 -0.62859 -0.94938 -0.25 1.05 0.78 -0.162
C -5.05649 -0.37350 -0.12645 -0.43 -0.82 0.46 -0.179
C -5.25410 -1.43849 0.98160 0.14 0.05 0.05 -0.168
O -4.17842 -2.36997 1.04769 -0.36 0.12 0.35 -0.165
C -3.00668 -1.59254 1.19097 0.25 0.03 -0.33 -0.163
C -2.65860 -1.01582 -0.17156 0.43 -0.99 -0.41 -0.135
N 1.01207 0.53818 0.55344 0.55 0.51 0.22 0.052
C 1.50282 0.95598 1.57065 -0.09 -0.03 0.04 -0.853
S 2.20620 1.45270 2.89546 -0.28 -0.12 -0.10 0.788
H 3.24137 3.62125 0.90903 -0.03 0.04 0.11 0.048
H 1.55962 4.04732 1.25788 0.09 0.23 0.15 0.067
H 2.66807 5.18980 0.39280 -0.11 0.09 0.25 0.060
H 1.97108 4.35790 -1.55010 -0.03 -0.07 -0.09 0.135
H -0.03375 4.01165 -0.76896 0.06 -0.08 -0.25 0.070
H 2.83594 2.45325 -2.37384 -0.02 -0.28 -0.04 0.085
H 3.70496 2.45893 -0.86104 0.04 -0.08 -0.02 0.067
H 4.43016 0.05177 -0.41023 0.09 -0.05 -0.05 0.066
H 3.66101 -1.10225 -1.50858 0.12 0.20 -0.15 0.072
H 3.50182 -0.98848 1.47615 -0.49 -0.12 0.16 0.072
H 2.26275 -1.89448 0.54962 0.06 -0.10 0.21 0.099
H 4.96766 -2.38165 -0.20317 -0.07 -0.20 -0.19 0.048
H 3.81086 -3.48726 0.15065 0.10 -0.04 -0.01 0.073
H 1.80601 -0.58893 -3.02886 0.04 0.06 -0.01 0.076
H 0.38977 -0.81849 -2.01277 0.13 -0.17 -0.03 0.064
H 0.21161 0.71204 -4.23721 0.00 -0.07 -0.01 0.105
H 0.85797 1.92358 -3.15228 -0.19 0.11 -0.19 0.084
H -1.05598 1.43375 -1.55572 0.04 -0.04 0.05 0.058
H -1.45864 2.24636 -3.04778 -0.04 -0.09 -0.12 0.049
H -5.04485 0.60134 0.36243 0.16 0.17 -0.33 0.099
H -5.93452 -0.43289 -0.76790 0.09 0.40 -0.17 0.108
H -5.29558 -0.92071 1.94428 -0.21 -0.06 0.05 0.125
H -6.17552 -2.00349 0.85376 0.04 -0.05 -0.12 0.126
H -2.18802 -2.22847 1.50341 0.09 -0.20 0.10 0.134
H -3.13129 -0.82293 1.96027 -0.21 0.00 -0.02 0.136
H -2.16452 -1.80914 -0.73194 0.05 0.08 -0.04 0.114
H -1.93936 -0.20547 -0.06801 -0.09 0.26 0.01 0.111
O 6.48887 -0.91113 -1.92799 0.11 -0.04 0.10 -0.052
H 6.76179 -0.00058 -2.07860 -0.02 0.00 -0.04 0.039
H 7.19595 -1.27974 -1.38744 0.02 -0.01 -0.04 0.043
O 6.26713 -1.41579 2.43174 0.52 -0.36 -0.76 -0.068
H 5.79080 -2.02358 1.84031 -0.38 -0.03 0.00 0.019
H 6.82501 -1.98782 2.96804 0.05 0.01 -0.06 0.058
O 5.13423 5.72245 0.32325 -0.05 0.23 0.06 -0.062
H 5.37760 6.63622 0.14531 -0.04 0.01 -0.01 0.042
H 5.87096 5.37741 0.83883 0.09 -0.09 -0.19 0.023
O 1.41438 -1.92716 3.29602 -0.04 -0.05 -0.02 -0.076
H 1.47126 -0.99036 3.06870 0.04 -0.09 0.15 -0.057
H 2.19594 -2.07799 3.83910 0.00 0.03 -0.01 0.039
O -6.37043 -2.80240 -2.84373 0.10 0.20 0.19 -0.034
H -5.66949 -2.24069 -2.49250 0.08 -0.09 -0.03 0.033
H -7.14614 -2.57018 -2.32439 -0.09 -0.12 -0.07 0.055
O -1.68508 4.54587 -1.98987 -0.15 0.08 0.20 -0.057
H -2.14420 4.37207 -2.81759 -0.01 0.06 -0.03 0.042
H -2.15175 3.99494 -1.34900 -0.11 0.01 -0.11 0.031
O -5.91950 -3.35587 -5.66372 0.04 -0.08 0.04 -0.073
H -6.09276 -3.36080 -4.71010 -0.06 0.10 -0.09 -0.012
H -5.14087 -2.80157 -5.76271 -0.01 0.01 -0.03 0.023
O 7.09002 3.58917 -0.07978 0.05 -0.22 0.14 -0.053
H 6.58728 3.43665 -0.88609 -0.06 0.18 0.00 0.035
H 6.63626 3.06240 0.58740 0.07 -0.07 -0.01 0.039
O 5.27104 -0.44198 4.58297 -0.24 0.43 0.57 -0.094
H 5.83075 -1.10534 4.99656 -0.09 0.08 0.03 0.020
H 5.58142 -0.40743 3.66556 -0.15 -0.25 0.15 -0.020
O -5.62390 -4.85931 0.27721 -0.07 0.11 0.12 -0.047
H -5.55611 -5.51360 0.97833 -0.03 -0.05 -0.04 0.033
H -5.12570 -4.09518 0.59568 0.23 -0.08 -0.19 -0.012
O -5.91163 -3.56223 3.55996 0.01 -0.12 0.07 -0.038
H -5.64048 -4.41302 3.91850 -0.01 -0.01 0.01 0.048
H -5.45140 -3.50048 2.71462 0.04 0.13 0.05 0.002
O -7.35150 -1.70883 5.78271 0.00 -0.12 0.06 -0.064
H -6.77000 -1.71909 6.54822 -0.01 0.04 0.01 0.029
H -7.12479 -2.51227 5.29899 0.06 0.13 -0.18 0.001
```
Positions in Å, forces in eV/Å.